Record 1
One molecule with the formula C12H20NOP, computed with ωB97M-V/def2-TZVPD.

Values from the calculation:
relative energy (zero: lowest compared OMol25 entry of this formula, charge and spin) = 0.0 kJ/mol
net charge = 0
HOMO level = -0.2872 hartree
molar mass = 225.27 Da
HOMO-LUMO gap = 8.58 eV
SMILES string = CCCc1ccc(C[P@](C)(O)=NC)cc1
calculated total energy = -25593.2721 eV

```
35
Properties=species:S:1:pos:R:3:forces:R:3
C 0.709 -1.181 1.957 1.144 0.556 0.525
C -0.641 0.403 0.761 0.706 1.909 1.352
C 1.063 -1.739 0.741 -0.506 -0.583 1.405
C -0.209 -0.062 -0.451 -0.676 -2.114 -0.783
C -0.034 -0.042 1.958 -2.109 1.631 0.349
C 0.562 -1.238 -0.437 -0.026 -0.966 -0.128
C -0.334 2.950 4.636 2.230 1.241 -4.335
C 0.667 1.210 -3.341 -0.536 -0.421 -2.139
C -1.607 -1.746 -3.122 -2.212 -0.942 -1.746
C -0.279 0.778 3.239 0.693 -1.183 2.383
C 0.844 -2.164 -1.617 0.294 3.399 -1.226
C -0.380 2.297 3.179 -0.930 -0.086 -0.279
N 0.571 -0.097 -4.035 0.258 -1.280 3.029
O 0.804 -2.507 -4.236 -0.635 -2.066 -0.303
P 0.158 -1.455 -3.242 1.878 2.133 -1.440
H 1.121 -1.489 2.920 0.012 -0.323 -0.403
H -1.278 1.294 0.917 0.253 -0.617 -0.765
H 1.621 -2.662 0.827 0.165 -0.070 -0.631
H -0.615 0.197 -1.435 -0.075 0.530 0.668
H -0.907 2.408 5.264 -2.847 -1.060 2.046
H 0.648 2.786 5.079 0.431 0.312 -0.394
H -0.501 4.037 4.457 -0.244 -0.849 0.943
H 1.030 1.277 -2.331 0.874 -0.205 0.243
H -0.326 1.578 -3.297 -1.268 0.907 0.282
H 1.159 1.871 -4.067 0.323 0.017 0.672
H -2.032 -2.528 -3.829 1.057 0.733 0.496
H -1.944 -2.102 -2.188 0.116 -0.545 1.493
H -2.315 -0.911 -3.303 1.126 0.163 -0.140
H -1.139 0.417 3.913 0.863 0.157 -1.309
H 0.613 0.589 3.922 -0.787 -0.065 -0.792
H 1.963 -2.062 -1.662 -1.008 -1.198 -0.600
H 0.350 -3.132 -1.549 0.593 -0.216 0.266
H 0.418 2.674 2.548 0.379 0.223 0.063
H -1.305 2.510 2.562 0.631 0.363 1.181
H 1.545 -2.155 -4.737 -0.168 0.516 0.015
```
Forces are in eV/Å.

=====

Record 2
A 2-piece molecular cluster, C6H14N2S overall, computed with ωB97M-V/def2-TZVPD.

Values from the calculation:
relative energy (zero: lowest compared OMol25 entry of this formula, charge and spin) = 500.9 kJ/mol
net charge = 0
HOMO level (alpha / beta) = -0.2684 / -0.2684 hartree
molar mass = 146.26 Da
HOMO-LUMO gap (alpha / beta) = 7.52 / 7.52 eV
calculated total energy = -20257.8702 eV

```
23
Properties=species:S:1:pos:R:3:forces:R:3
C -0.518 -1.507 -0.708 -1.120 2.354 -0.071
C -0.175 2.128 1.582 -0.315 -0.657 0.247
C -0.421 2.410 0.105 -2.467 -1.369 0.071
C 1.032 1.274 1.713 2.867 -1.059 2.872
C 0.144 -2.782 -0.597 2.072 -1.919 -1.197
C -1.393 -1.324 -1.928 0.803 0.460 -0.024
N -0.782 1.137 -0.614 0.190 0.346 0.488
N 0.961 -0.069 1.135 -0.674 -0.565 -1.610
S 0.209 -0.022 -0.471 1.042 -0.480 1.199
H -0.099 3.038 2.190 0.047 -0.181 -0.186
H -0.896 1.414 2.061 -0.436 1.229 -0.719
H -1.320 3.085 -0.002 1.286 -0.544 -0.283
H 0.465 2.719 -0.388 0.870 1.370 -0.205
H 2.001 1.615 1.338 -0.314 0.944 -0.078
H 1.251 1.087 2.864 -0.398 0.315 -2.181
H -0.474 -3.632 -0.945 -0.038 0.770 -0.300
H 1.101 -2.818 -1.216 -0.868 -0.182 0.450
H 0.417 -3.147 0.363 0.419 0.231 1.272
H -1.545 -0.250 -2.064 -0.036 -0.357 -0.650
H -2.374 -1.724 -1.814 -0.729 -0.712 0.199
H -0.863 -1.817 -2.755 -0.428 0.301 -0.357
H 0.488 -0.733 1.755 -0.241 0.204 -0.825
H 1.633 0.419 -1.543 -1.529 -0.498 1.887
```
Forces are in eV/Å.

=====

Record 3
C24H34BN14O3STi as an isolated structure, computed with ωB97M-V/def2-TZVPD.

Values from the calculation:
relative energy (zero: lowest compared OMol25 entry of this formula, charge and spin) = 263.0 kJ/mol
net charge = -1
HOMO level (alpha / beta) = -0.0767 / -0.0752 hartree
molar mass = 657.38 Da
HOMO-LUMO gap (alpha / beta) = 4.44 / 4.40 eV
calculated total energy = -87074.1095 eV

```
78
Properties=species:S:1:pos:R:3:forces:R:3
Ti -0.293 -0.237 0.045 0.423 -0.683 0.359
N 2.754 -0.174 3.044 0.004 0.039 0.038
C 1.445 -0.468 2.588 -0.023 -0.017 -0.106
S 0.509 1.014 2.223 0.297 0.040 0.027
N 0.195 -2.110 2.011 -0.051 0.076 -0.047
N -0.916 -1.456 1.466 -0.208 -0.078 0.225
C -2.053 -1.543 2.171 0.149 0.005 -0.104
C -3.142 -0.690 1.916 -0.255 0.034 0.006
C -4.354 -0.788 2.652 0.107 -0.053 0.005
C -5.457 -0.019 2.377 -0.061 0.058 -0.047
C -5.432 0.899 1.312 0.050 -0.077 0.042
C -4.258 1.039 0.590 -0.077 0.050 0.045
C -3.101 0.315 0.900 0.266 0.000 -0.017
O -1.991 0.532 0.201 -0.677 0.149 -0.035
H 3.104 0.643 2.559 0.002 0.005 0.005
H 3.391 -0.954 2.925 -0.004 -0.001 -0.016
H -2.108 -2.265 2.981 -0.002 0.001 0.013
H -4.397 -1.517 3.455 -0.007 0.000 -0.002
H -6.358 -0.143 2.966 0.000 0.005 -0.001
H -6.320 1.455 1.035 0.001 0.008 0.011
H -4.213 1.699 -0.271 0.017 0.036 -0.011
N -1.189 1.118 -2.843 0.059 0.040 -0.053
C -1.304 2.363 -2.110 -0.057 0.024 0.004
C -1.813 3.591 -2.906 0.000 -0.029 -0.012
C -3.013 4.307 -2.264 -0.030 0.047 -0.003
C -2.648 5.357 -1.210 0.013 -0.030 -0.006
N -1.680 4.881 -0.236 0.119 0.135 -0.074
C -1.972 4.101 0.797 0.033 -0.173 0.010
N -0.986 3.514 1.464 0.022 0.020 0.004
N -3.241 3.948 1.230 -0.038 -0.022 0.030
C 0.009 2.577 -1.322 -0.072 0.011 0.032
O 0.485 3.737 -1.208 0.062 0.043 -0.067
O 0.482 1.567 -0.757 -0.048 0.396 -0.295
H -0.484 1.138 -3.567 -0.014 0.008 -0.009
H -2.067 0.781 -3.213 -0.003 -0.019 0.025
H -2.029 2.154 -1.315 0.006 -0.006 -0.010
H -2.130 3.225 -3.884 -0.001 0.006 0.004
H -0.999 4.300 -3.080 0.016 -0.002 0.013
H -3.679 3.554 -1.828 0.011 0.007 0.013
H -3.600 4.821 -3.031 0.015 -0.010 -0.002
H -3.535 5.746 -0.704 -0.003 -0.021 0.002
H -2.184 6.216 -1.697 0.006 -0.020 -0.031
H -0.732 4.695 -0.638 -0.111 -0.052 0.077
H -0.060 3.503 1.050 -0.015 0.003 -0.044
H -1.174 2.719 2.065 -0.051 0.014 0.030
H -3.971 4.140 0.565 -0.009 0.001 0.006
H -3.432 3.124 1.788 0.004 -0.011 -0.028
B 0.474 -3.045 -2.411 0.043 0.051 -0.017
N -0.963 -2.471 -2.389 0.019 -0.130 0.113
C -1.968 -2.953 -3.136 -0.022 0.016 -0.021
C -3.163 -2.503 -2.611 0.034 0.002 0.008
C -2.775 -1.734 -1.507 -0.015 0.008 -0.075
N -1.451 -1.718 -1.384 0.002 0.238 -0.121
N 1.505 -1.884 -2.295 -0.040 -0.140 0.000
C 2.720 -1.874 -2.856 0.028 0.054 -0.022
C 3.416 -0.776 -2.380 -0.027 -0.022 0.002
C 2.512 -0.154 -1.516 -0.005 0.006 -0.059
N 1.364 -0.836 -1.472 0.154 0.123 0.053
H 0.634 -3.828 -1.498 -0.034 0.076 0.035
H 0.644 -3.568 -3.494 0.008 -0.022 0.031
H -1.751 -3.603 -3.966 -0.015 0.008 -0.005
H -4.161 -2.706 -2.960 0.000 -0.003 -0.001
H -3.400 -1.191 -0.820 -0.002 0.006 -0.004
H 2.992 -2.645 -3.558 0.009 0.007 0.001
H 4.413 -0.459 -2.636 0.002 -0.005 0.001
H 2.618 0.750 -0.941 0.006 0.002 -0.007
N 3.723 -4.186 1.658 0.023 0.025 -0.004
C 2.798 -3.186 1.983 -0.051 -0.121 0.219
C 2.360 -2.301 1.078 0.034 0.112 -0.112
N 1.288 -1.395 1.318 0.000 -0.222 0.106
C 0.664 -1.551 3.337 -0.033 -0.047 -0.069
C 1.559 -2.596 3.934 -0.015 0.013 0.093
N 2.448 -3.300 3.358 0.014 0.056 -0.174
H 4.260 -4.006 0.824 -0.035 -0.010 -0.022
H 4.293 -4.440 2.450 0.011 0.000 -0.001
H 2.771 -2.291 0.076 0.024 0.012 0.018
H -0.118 -1.206 4.008 -0.003 -0.057 0.034
H 1.446 -2.775 5.003 0.016 0.011 -0.005
```
Forces are in eV/Å.

=====

Record 4
C7H21ClHgO5P2 as an isolated structure, computed with ωB97M-V/def2-TZVPD.

Values from the calculation:
net charge = 0
HOMO level = -0.2623 hartree
molar mass = 483.23 Da
HOMO-LUMO gap = 7.22 eV
calculated total energy = -53101.2673 eV

```
37
Properties=species:S:1:pos:R:3:forces:R:3
Hg -0.691 -0.211 0.538 -0.974 0.252 0.254
H 2.066 2.698 -2.468 -0.068 -0.276 -0.288
H 1.960 2.165 -2.990 0.065 0.266 0.303
P 0.037 1.715 2.024 0.746 -0.668 -0.826
P -1.627 -1.363 -1.567 1.239 0.234 0.006
C -1.411 -3.152 -1.395 -0.267 -0.188 -0.355
H -1.900 -3.617 -2.262 0.211 -0.221 0.206
H -0.343 -3.397 -1.376 -0.231 0.089 0.035
H -1.894 -3.506 -0.475 0.148 0.095 -0.230
C -3.370 -1.140 -2.083 0.108 0.107 0.090
H -3.490 -0.114 -2.472 -0.049 -0.427 0.228
H -3.652 -1.867 -2.873 0.240 0.384 0.471
H -4.009 -1.275 -1.196 0.108 0.103 -0.354
C -0.626 -0.865 -2.990 -0.314 -0.286 -0.616
H 0.436 -1.066 -2.812 -0.230 -0.062 0.075
H -0.999 -1.438 -3.846 0.349 0.185 -0.243
H -0.746 0.208 -3.191 -0.056 -0.295 0.104
C -1.224 2.794 2.798 0.065 -0.051 -0.105
H -0.759 3.457 3.561 -0.222 -0.456 -0.486
H -1.689 3.412 2.012 0.104 -0.304 0.379
H -1.988 2.154 3.267 0.200 0.306 -0.179
C 1.002 1.007 3.377 0.061 0.465 0.382
H 1.939 0.596 2.981 -0.240 0.061 0.076
H 1.202 1.823 4.082 0.230 -0.293 0.112
H 0.432 0.221 3.886 0.145 0.172 -0.166
C 1.150 2.802 1.109 0.152 0.631 0.396
H 0.649 3.223 0.228 0.051 -0.132 0.275
H 1.421 3.613 1.794 0.313 0.146 -0.326
H 2.039 2.252 0.778 -0.198 0.026 0.153
C 1.276 -2.254 1.527 0.336 -1.585 1.913
O 2.058 -3.045 1.815 -1.274 1.369 -0.597
H -2.348 0.223 0.866 -1.048 -0.190 0.681
O 3.417 -0.180 0.465 -0.443 -0.946 -0.787
Cl 3.080 -1.201 -0.526 -1.557 -0.134 -0.562
O 3.233 -0.722 -1.871 0.317 0.196 0.484
O 3.802 -2.423 -0.317 -0.203 0.752 0.116
O 1.565 -1.527 -0.397 2.189 0.677 -0.620
```
Forces are in eV/Å.

=====

Record 5
C23H36P2Pt as an isolated structure, computed with ωB97M-V/def2-TZVPD.

Values from the calculation:
relative energy (zero: lowest compared OMol25 entry of this formula, charge and spin) = 60.0 kJ/mol
<S²> = 2.01
net charge = 0
2S+1 = 3
HOMO level (alpha / beta) = -0.1097 / -0.1473 hartree
molar mass = 569.57 Da
HOMO-LUMO gap (alpha / beta) = 2.41 / 3.30 eV
calculated total energy = -46247.9047 eV

```
62
Properties=species:S:1:pos:R:3:forces:R:3
P -0.148 -2.098 -2.582 -1.074 1.082 0.461
P 0.276 1.864 -2.937 -0.324 1.091 -0.182
C -0.509 -0.798 -3.810 0.046 -0.265 -0.797
C 0.478 0.371 -3.990 0.166 -0.335 -0.530
H -1.537 -0.449 -3.638 0.350 -0.175 -0.029
H -0.534 -1.365 -4.754 0.015 0.302 -0.084
H 1.529 0.033 -3.947 -0.450 0.215 0.183
H 0.355 0.744 -5.027 -0.088 0.063 0.325
C -1.180 2.768 -3.563 -0.354 0.071 -0.387
H -1.541 3.449 -2.780 0.144 -0.289 -0.146
H -2.007 2.094 -3.829 0.274 0.210 0.104
H -0.930 3.381 -4.441 0.007 -0.337 0.133
C 1.639 2.962 -3.410 0.447 -0.033 -0.240
H 1.388 3.483 -4.346 0.134 -0.243 0.229
H 2.567 2.396 -3.553 -0.153 0.175 0.083
H 1.800 3.717 -2.630 -0.073 -0.278 -0.181
C -1.226 -3.478 -3.008 0.091 -0.242 -0.626
H -1.202 -4.234 -2.210 -0.017 0.299 -0.167
H -0.855 -3.932 -3.935 -0.260 -0.045 0.125
H -2.253 -3.120 -3.164 0.245 -0.118 0.155
C 1.535 -2.673 -2.926 0.258 -0.293 -0.084
H 2.241 -1.848 -3.102 -0.310 -0.248 0.321
H 1.497 -3.283 -3.841 -0.097 0.222 0.135
H 1.917 -3.320 -2.123 -0.198 0.302 -0.172
Pt 1.017 -1.809 1.837 -0.230 1.325 -2.813
C 0.076 2.103 -1.138 0.960 -1.197 1.666
C -1.297 1.810 -0.722 -0.049 0.833 0.816
C -2.108 0.665 -1.094 -1.418 -0.682 0.218
C -1.815 -0.723 -0.469 -0.234 -0.555 -0.695
C -0.588 -1.569 -0.924 1.302 -0.450 1.359
C 0.793 -1.272 -0.297 0.212 -0.287 -0.112
C 1.588 -0.076 -0.731 -0.004 -0.293 -0.043
C 1.171 1.336 -0.262 0.517 0.387 -0.574
C 0.544 -3.669 2.389 0.155 -0.772 1.283
H 0.229 3.173 -0.914 0.224 -0.090 -0.577
H -1.687 2.467 0.068 0.207 -0.346 -0.369
H -2.252 0.548 -2.186 0.243 0.087 0.293
H -3.119 0.933 -0.725 0.275 -0.349 -0.257
H -1.756 -0.664 0.634 0.354 0.045 -0.472
H -2.699 -1.350 -0.680 0.056 0.283 0.028
H -0.844 -2.569 -0.502 0.266 0.302 0.066
H 1.439 -2.169 -0.447 -0.292 0.277 0.186
H 1.679 -0.092 -1.837 0.237 0.686 -0.443
H 2.616 -0.266 -0.370 -0.446 0.220 -0.110
H 0.828 1.276 0.780 -0.031 -0.036 -0.152
H 2.094 1.959 -0.270 -0.536 -0.139 0.002
H 1.033 -3.839 3.362 -0.381 -0.513 -0.303
H 0.872 -4.398 1.636 -0.104 -0.079 0.196
H -0.549 -3.663 2.500 0.112 -0.344 0.071
C 0.760 -0.732 3.331 -0.452 1.675 3.864
C 0.518 -0.001 4.322 -0.087 -1.163 -1.816
C 0.134 0.702 5.496 -0.216 0.436 0.317
C -0.749 0.125 6.452 0.336 0.272 -0.039
C -0.922 0.713 7.706 0.222 0.204 -0.380
C -0.277 1.922 8.006 0.037 0.034 -0.165
C 0.453 2.593 7.012 -0.196 -0.308 0.027
C 0.629 2.007 5.759 -0.127 -0.395 0.254
H -1.276 -0.795 6.189 0.351 0.174 0.141
H -1.551 0.216 8.449 0.204 0.214 -0.200
H -0.347 2.346 9.007 -0.081 -0.031 -0.205
H 0.899 3.572 7.215 -0.190 -0.341 -0.014
H 1.161 2.527 4.961 0.027 -0.216 0.320
```
Forces are in eV/Å.

=====

Record 6
C3H9O4 as an isolated structure, computed with ωB97M-V/def2-TZVPD.

Values from the calculation:
relative energy (zero: lowest compared OMol25 entry of this formula, charge and spin) = 869.7 kJ/mol
net charge = -1
HOMO level = -0.1440 hartree
molar mass = 109.10 Da
HOMO-LUMO gap = 2.50 eV
calculated total energy = -11440.2551 eV

```
16
Properties=species:S:1:pos:R:3:forces:R:3
O 3.015 0.721 -1.634 -0.371 -0.005 0.325
C 3.038 0.948 -0.436 1.269 -0.116 -0.749
O -2.964 1.454 1.246 0.158 -0.006 0.285
C 2.402 0.156 0.579 -3.442 -3.175 0.055
C 1.488 -1.029 0.276 3.364 1.800 -1.029
H 2.492 0.457 1.595 0.288 0.438 0.693
H 3.718 1.721 -0.052 -0.179 0.391 0.061
H 1.198 -1.832 0.935 -0.068 0.421 1.035
H 2.047 -1.542 -0.547 -0.949 0.354 -0.197
H 0.529 -0.665 -0.162 -0.309 -0.245 -0.163
H -4.234 -0.138 -0.478 -0.434 0.446 -0.394
H -3.839 1.109 0.336 -0.368 0.346 -0.391
O -4.554 0.784 -0.503 0.758 -0.762 0.740
H -1.113 -3.299 0.271 -0.315 0.140 -0.051
H -3.244 1.130 2.112 -0.027 0.034 -0.231
O -0.407 -2.679 0.064 0.626 -0.061 0.012
```
Forces are in eV/Å.